{"formula": "C9H19CuNSi", "method": "ωB97M-V/def2-TZVPD", "charge": 1, "homo_lumo_gap_ev": 8.4610, "e_homo_ev": -12.789, "symbols": ["C", "C", "C", "C", "C", "Si", "N", "C", "C", "C", "C", "H", "H", "H", "H", "H", "H", "H", "H", "H", "H", "H", "H", "H", "H", "H", "H", "H", "H", "H", "Cu"], "positions_angstrom": [[1.02, 0.26, 3.65], [0.09, -0.40, 3.33], [-1.01, -1.18, 2.87], [-1.89, -0.31, 1.96], [-2.22, -0.87, 0.56], [-1.77, 0.38, -0.80], [-0.90, -0.20, -2.20], [0.35, -1.00, -2.11], [1.64, -0.25, -2.48], [1.66, 1.16, -1.97], [2.35, 1.12, -0.64], [1.84, 0.84, 3.86], [-1.54, -1.59, 3.70], [-0.59, -1.99, 2.30], [-1.39, 0.62, 1.89], [-2.80, -0.11, 2.48], [-3.27, -0.94, 0.56], [-1.80, -1.83, 0.38], [-2.99, 1.04, -1.31], [-0.90, 1.45, -0.14], [-1.54, -0.74, -2.75], [0.24, -1.77, -2.83], [0.48, -1.48, -1.17], [2.44, -0.75, -1.98], [1.81, -0.25, -3.52], [0.71, 1.62, -1.95], [2.25, 1.77, -2.61], [3.39, 1.27, -0.80], [2.22, 0.16, -0.19], [2.04, 1.96, 0.00], [0.85, 1.39, 1.17]]}